Record 1
A structure of composition C11H14ClNO3Os, computed with wB97M-V/def2-TZVPD.

Summary:
Frontier orbital gap (spin up / spin down) (eV): 6.6873 / 5.6222
ΔE to the lowest compared entry with this formula, charge and spin (kcal per mole): 0.00
Spin multiplicity: 5
HOMO energy (spin up / spin down) (eV): -14.15 / -17.06
Charge: +2
LUMO (spin up / spin down) (eV): -7.5 / -11.4

Last column: natural (NBO) charge in e.
Geometry (Å):
Cl1 -2.685 -0.945 -0.196  0.11
C1 0.936 -1.341 -1.781  -0.29
C2 1.705 -0.131 -1.635  -0.24
C3 0.870 0.970 -1.993  -0.27
H1 2.765 -0.076 -1.375  0.30
C4 -0.442 0.459 -2.382  -0.02
C5 -0.359 -0.985 -2.231  -0.16
H2 -1.203 -1.651 -2.405  0.28
H3 1.310 -2.358 -1.629  0.30
H4 1.158 2.025 -2.043  0.30
C6 -1.609 1.235 -2.825  -0.66
Os1 0.075 -0.083 -0.020  0.80
C7 1.405 0.728 1.024  0.56
C8 -0.153 -1.305 1.401  0.54
O1 2.252 1.168 1.708  -0.34
O2 -0.289 -2.061 2.268  -0.30
H5 -1.629 2.205 -2.319  0.25
H6 -2.514 0.680 -2.572  0.25
H7 -1.572 1.403 -3.907  0.28
C9 -3.302 2.684 2.210  -0.42
N1 -2.138 2.074 2.917  -0.29
C10 -1.976 2.245 4.377  -0.42
C11 -1.264 1.372 2.277  0.51
O3 -1.352 1.197 1.006  -0.69
H8 -3.906 3.219 2.931  0.25
H9 -3.883 1.893 1.752  0.23
H10 -2.928 3.374 1.462  0.24
H11 -1.978 1.264 4.840  0.23
H12 -1.021 2.730 4.561  0.24
H13 -2.776 2.844 4.780  0.25
H14 -0.398 0.907 2.842  0.17


Record 2
A structure of composition C11H14F6MoN2O4SSb, computed with wB97M-V/def2-TZVPD.

Summary:
Frontier orbital gap (spin up / spin down) (eV): 8.2785 / 6.1740
ΔE to the lowest compared entry with this formula, charge and spin (kcal per mole): 27.69
Spin multiplicity: 2
HOMO energy (spin up / spin down) (eV): -20.94 / -20.94
Charge: +4
LUMO (spin up / spin down) (eV): -12.7 / -14.8

Last column: natural (NBO) charge in e.
Geometry (Å):
Mo1 0.630 -0.721 0.128  2.15
N1 0.157 -0.428 2.364  -0.82
C1 0.794 -1.406 3.270  -0.34
C2 1.877 -2.152 2.535  0.67
O1 2.693 -2.866 3.038  -0.49
N2 1.870 -1.959 1.123  -0.65
C3 2.859 -2.815 0.494  -0.39
C4 4.231 -2.282 0.711  0.96
O2 5.249 -1.878 0.877  -0.16
O3 0.900 -1.463 -1.319  -0.44
H1 0.475 0.517 2.587  0.44
H2 -0.851 -0.409 2.488  0.43
H3 0.068 -2.135 3.634  0.27
H4 1.237 -0.931 4.145  0.28
H5 2.730 -2.917 -0.586  0.32
H6 2.909 -3.806 0.970  0.33
C5 -2.260 -2.117 -1.948  -0.81
S1 -1.556 -3.092 -0.627  1.28
O4 -1.015 -2.075 0.420  -0.95
C6 -3.048 -3.762 0.111  -0.23
C7 -3.204 -5.120 0.115  -0.09
C8 -4.429 -5.694 0.636  0.08
C9 -5.451 -4.882 1.152  -0.18
C10 -5.278 -3.523 1.155  -0.09
C11 -4.075 -2.947 0.631  0.03
H7 -2.925 -1.350 -1.553  0.27
H8 -2.789 -2.812 -2.605  0.29
H9 -1.430 -1.673 -2.498  0.29
H10 -2.440 -5.788 -0.270  0.27
H11 -4.543 -6.773 0.619  0.28
H12 -6.357 -5.334 1.536  0.30
H13 -6.044 -2.863 1.544  0.28
H14 -3.968 -1.868 0.641  0.26
F1 1.823 0.634 0.161  -0.39
Sb1 6.394 17.659 -5.126  3.23
F2 6.738 15.992 -5.751  -0.56
F3 7.384 18.859 -6.057  -0.55
F4 4.630 18.010 -5.350  -0.56
F5 6.790 17.724 -3.357  -0.56
F6 -0.775 0.449 -0.041  -0.43


Record 3
An isolated molecule of C11H14FNO4S, computed with wB97M-V/def2-TZVPD.

Summary:
Frontier orbital gap (eV): 9.9189
HOMO energy (eV): -9.39
Charge: 0
LUMO (eV): 0.5
Structure (SMILES): Cc1ccc(CN(CCOC=O)S(=O)(=O)F)cc1

Last column: natural (NBO) charge in e.
Geometry (Å):
C1 -1.471 3.587 2.969  -0.63
C2 -1.247 2.272 2.244  0.00
C3 -0.235 1.436 2.691  -0.20
C4 -0.003 0.259 2.046  -0.22
C5 -0.740 -0.128 0.950  0.02
C6 -0.382 -1.436 0.278  -0.28
N1 0.998 -1.334 -0.297  -0.64
C7 1.036 -1.554 -1.784  -0.27
C8 0.059 -0.664 -2.546  -0.08
O1 0.213 -0.969 -3.947  -0.54
C9 1.282 -0.308 -4.498  0.64
O2 2.342 -0.845 -4.721  -0.51
S1 1.979 -2.505 0.359  2.53
O3 2.084 -2.351 1.764  -0.92
O4 3.215 -2.525 -0.321  -0.90
F1 1.189 -3.852 0.104  -0.48
C10 -1.750 0.694 0.536  -0.21
C11 -2.001 1.884 1.178  -0.23
H1 -2.460 4.003 2.787  0.22
H2 -0.674 4.282 2.689  0.22
H3 -1.307 3.382 4.031  0.22
H4 0.385 1.719 3.533  0.21
H5 0.792 -0.370 2.433  0.23
H6 -1.132 -1.786 -0.430  0.21
H7 -0.345 -2.184 1.076  0.23
H8 2.039 -1.275 -2.111  0.25
H9 0.922 -2.617 -2.016  0.21
H10 0.202 0.407 -2.369  0.19
H11 -0.980 -0.915 -2.332  0.20
H12 1.161 0.750 -4.799  0.12
H13 -2.371 0.421 -0.314  0.20
H14 -2.800 2.523 0.819  0.21


Record 4
An isolated molecule of C11H14N2, computed with wB97M-V/def2-TZVPD.

Summary:
Frontier orbital gap (eV): 9.5544
ΔE to the lowest compared entry with this formula, charge and spin (kcal per mole): 38.78
HOMO energy (eV): -8.85
Charge: 0
LUMO (eV): 0.7
Structure (SMILES): c1cnc2c(c1)[C@@H]1NCC[C@@H]1CC2

Last column: natural (NBO) charge in e.
Geometry (Å):
C1 3.178 -1.416 0.134  -0.28
C2 3.589 -0.084 -0.366  0.06
N1 2.778 1.049 -0.156  -0.42
C3 1.442 0.832 -0.062  0.21
C4 0.955 -0.393 0.109  -0.09
C5 1.824 -1.503 0.346  -0.15
C6 -0.460 -0.594 0.291  -0.07
N2 -1.098 -1.267 -0.765  -0.62
C7 -2.484 -1.303 -0.454  -0.22
C8 -2.739 0.102 0.257  -0.41
C9 -1.326 0.600 0.523  -0.22
C10 -0.857 1.778 -0.333  -0.40
C11 0.668 2.166 -0.064  -0.41
H1 3.856 -2.259 0.125  0.22
H2 4.584 0.033 -0.794  0.19
H3 1.482 -2.429 0.846  0.21
H4 -0.404 -1.087 1.286  0.16
H5 -0.733 -2.236 -0.966  0.37
H6 -2.808 -2.107 0.225  0.16
H7 -3.113 -1.448 -1.346  0.20
H8 -3.212 0.929 -0.323  0.22
H9 -3.350 -0.018 1.250  0.21
H10 -1.225 1.042 1.563  0.21
H11 -0.905 1.491 -1.366  0.20
H12 -1.416 2.673 -0.234  0.21
H13 0.802 2.490 0.988  0.21
H14 0.969 2.961 -0.713  0.23


Record 5
A cluster of 2 separate species, C11H14N2 in total, computed with wB97M-V/def2-TZVPD.

Summary:
Frontier orbital gap (eV): 9.3563
ΔE to the lowest compared entry with this formula, charge and spin (kcal per mole): 45.23
HOMO energy (eV): -8.50
Charge: 0
LUMO (eV): 0.9
Structure (SMILES): Cc1c[nH]cn1.Cc1ccccc1

Last column: natural (NBO) charge in e.
Geometry (Å):
C1 2.306 -2.474 -1.666  -0.64
C2 2.112 -1.039 -1.843  0.09
C3 0.875 -0.417 -2.062  -0.09
N1 1.067 0.944 -2.452  -0.55
C4 2.461 1.162 -2.241  0.16
N2 3.035 0.005 -1.919  -0.46
H1 1.688 -2.962 -0.996  0.22
H2 3.440 -2.615 -1.430  0.23
H3 2.202 -2.990 -2.650  0.22
H4 -0.093 -0.789 -2.083  0.20
H5 0.450 1.700 -2.311  0.41
H6 2.951 2.120 -2.325  0.21
C5 -0.962 -1.572 2.070  -0.64
C6 -1.276 -0.185 1.665  -0.03
C7 -0.412 0.589 0.941  -0.23
C8 -0.715 1.939 0.744  -0.19
C9 -1.938 2.560 1.305  -0.24
C10 -2.894 1.698 1.892  -0.20
C11 -2.523 0.329 2.121  -0.22
H7 -1.982 -2.073 2.259  0.21
H8 -0.346 -1.683 3.032  0.23
H9 -0.664 -2.283 1.324  0.23
H10 0.533 0.132 0.556  0.23
H11 -0.129 2.543 0.056  0.20
H12 -2.375 3.469 0.910  0.21
H13 -3.841 2.220 2.189  0.22
H14 -2.969 -0.329 2.912  0.22


Record 6
An isolated molecule of C11H14N2, computed with wB97M-V/def2-TZVPD.

Summary:
Frontier orbital gap (spin up / spin down) (eV): 7.8021 / 6.5770
ΔE to the lowest compared entry with this formula, charge and spin (kcal per mole): 122.23
HOMO energy (spin up / spin down) (eV): -7.06 / -7.05
Charge: 0
LUMO (spin up / spin down) (eV): 0.7 / -0.5

Last column: natural (NBO) charge in e.
Geometry (Å):
C1 -2.546 1.244 -0.496  -0.05
C2 -1.331 0.666 -0.660  -0.11
C3 -1.286 -0.518 0.057  0.08
C4 0.520 -0.272 -2.040  -0.15
C5 0.346 -1.391 -1.379  -0.24
C6 0.064 0.924 -1.188  -0.38
C7 -0.223 -1.459 -0.027  0.01
C8 0.949 0.967 0.025  0.22
C9 0.184 -2.525 0.976  -0.66
C10 2.461 0.726 0.055  -0.69
C11 0.461 1.816 1.134  -0.70
N1 -3.184 0.588 0.442  -0.28
N2 -2.474 -0.518 0.742  -0.34
H1 -3.126 2.183 -0.817  0.22
H2 1.095 -0.018 -2.883  0.21
H3 0.797 -2.278 -1.780  0.21
H4 -0.082 1.734 -1.818  0.23
H5 1.283 -2.696 1.245  0.24
H6 -0.140 -3.544 0.649  0.23
H7 -0.323 -2.407 1.994  0.22
H8 2.920 1.225 -0.773  0.22
H9 2.659 -0.434 0.045  0.22
H10 3.001 1.003 0.996  0.22
H11 1.204 2.072 1.837  0.21
H12 -0.399 1.372 1.677  0.23
H13 0.048 2.726 0.648  0.22
H14 -2.875 -1.184 1.338  0.40


Record 7
A cluster of 2 separate species, C11H14N2 in total, computed with wB97M-V/def2-TZVPD.

Summary:
Frontier orbital gap (eV): 9.0121
ΔE to the lowest compared entry with this formula, charge and spin (kcal per mole): 26.95
HOMO energy (eV): -8.28
Charge: 0
LUMO (eV): 0.7
Structure (SMILES): Cc1c[nH]cn1.Cc1ccccc1

Last column: natural (NBO) charge in e.
Geometry (Å):
C1 2.391 0.416 -3.293  -0.64
C2 0.915 0.186 -3.193  0.10
C3 0.030 0.728 -2.257  -0.10
N1 -1.099 0.009 -2.231  -0.51
C4 -1.010 -0.890 -3.255  0.13
N2 0.175 -0.754 -3.850  -0.46
H1 2.955 -0.305 -2.670  0.22
H2 2.632 1.435 -2.917  0.22
H3 2.680 0.116 -4.286  0.23
H4 0.120 1.597 -1.623  0.20
H5 -1.891 0.085 -1.616  0.42
H6 -1.640 -1.745 -3.399  0.20
C5 1.051 0.386 0.732  -0.63
C6 0.064 0.145 1.839  -0.03
C7 0.363 -0.819 2.766  -0.20
C8 -0.548 -1.163 3.775  -0.21
C9 -1.756 -0.485 3.767  -0.22
C10 -2.141 0.442 2.777  -0.22
C11 -1.209 0.707 1.801  -0.21
H7 1.827 1.011 1.212  0.22
H8 0.769 1.074 -0.021  0.22
H9 1.537 -0.502 0.342  0.23
H10 1.212 -1.487 2.702  0.21
H11 -0.406 -1.885 4.561  0.22
H12 -2.588 -0.756 4.413  0.21
H13 -3.046 1.003 2.928  0.22
H14 -1.389 1.451 0.996  0.20


Record 8
A cluster of 2 separate species, C11H14N2O in total, computed with wB97M-V/def2-TZVPD.

Summary:
Frontier orbital gap (eV): 8.8052
ΔE to the lowest compared entry with this formula, charge and spin (kcal per mole): 61.06
HOMO energy (eV): -8.17
Charge: 0
LUMO (eV): 0.6
Structure (SMILES): Cc1c[nH]c2ccccc12.CC(N)=O

Last column: natural (NBO) charge in e.
Geometry (Å):
C1 -4.484 -0.774 -0.757  -0.62
C2 -3.002 -1.004 -0.495  -0.09
C3 -2.422 -2.010 0.180  -0.03
N1 -1.086 -1.727 0.547  -0.54
C4 -0.809 -0.448 0.147  0.21
C5 0.335 0.289 0.211  -0.31
C6 0.445 1.483 -0.472  -0.20
C7 -0.745 1.999 -1.146  -0.25
C8 -1.891 1.374 -1.101  -0.19
C9 -2.057 0.076 -0.526  -0.09
H1 -4.642 0.228 -1.204  0.22
H2 -4.978 -0.828 0.136  0.22
H3 -5.002 -1.387 -1.505  0.22
H4 -2.871 -2.883 0.400  0.20
H5 -0.364 -2.250 0.965  0.41
H6 1.176 0.076 0.974  0.19
H7 1.384 2.020 -0.647  0.22
H8 -0.826 2.883 -1.705  0.21
H9 -2.699 1.946 -1.621  0.21
C10 3.871 0.371 1.931  -0.72
C11 4.379 0.117 0.572  0.66
N2 3.537 -0.517 -0.328  -0.85
O1 5.412 0.495 0.041  -0.61
H10 2.689 0.317 1.847  0.21
H11 4.350 1.380 2.260  0.26
H12 3.922 -0.295 2.751  0.25
H13 3.853 -0.205 -1.250  0.41
H14 2.526 -0.725 -0.204  0.39


Question: What is the charge in the sixth record?
Answer: 0


What did the fifth record say?
A cluster of 2 separate species, C11H14N2 in total, computed with wB97M-V/def2-TZVPD.

Summary:
Frontier orbital gap (eV): 9.3563
ΔE to the lowest compared entry with this formula, charge and spin (kcal per mole): 45.23
HOMO energy (eV): -8.50
Charge: 0
LUMO (eV): 0.9
Structure (SMILES): Cc1c[nH]cn1.Cc1ccccc1

Last column: natural (NBO) charge in e.
Geometry (Å):
C1 2.306 -2.474 -1.666  -0.64
C2 2.112 -1.039 -1.843  0.09
C3 0.875 -0.417 -2.062  -0.09
N1 1.067 0.944 -2.452  -0.55
C4 2.461 1.162 -2.241  0.16
N2 3.035 0.005 -1.919  -0.46
H1 1.688 -2.962 -0.996  0.22
H2 3.440 -2.615 -1.430  0.23
H3 2.202 -2.990 -2.650  0.22
H4 -0.093 -0.789 -2.083  0.20
H5 0.450 1.700 -2.311  0.41
H6 2.951 2.120 -2.325  0.21
C5 -0.962 -1.572 2.070  -0.64
C6 -1.276 -0.185 1.665  -0.03
C7 -0.412 0.589 0.941  -0.23
C8 -0.715 1.939 0.744  -0.19
C9 -1.938 2.560 1.305  -0.24
C10 -2.894 1.698 1.892  -0.20
C11 -2.523 0.329 2.121  -0.22
H7 -1.982 -2.073 2.259  0.21
H8 -0.346 -1.683 3.032  0.23
H9 -0.664 -2.283 1.324  0.23
H10 0.533 0.132 0.556  0.23
H11 -0.129 2.543 0.056  0.20
H12 -2.375 3.469 0.910  0.21
H13 -3.841 2.220 2.189  0.22
H14 -2.969 -0.329 2.912  0.22